83
Properties=species:S:1:pos:R:3 method="wB97M-V/def2-TZVPD" homo_ev=-9.649 homo_lumo_gap_ev=9.578 smiles="NC[C@@H]1CCOC1=O.O=S1(=O)OCCO1.O=S1(=O)OCCO1.O=S1(=O)OCCO1.O=S1(=O)OCCO1.O=S1(=O)OCCO1.O=S1(=O)OCCO1" multiplicity=1
N -1.607 1.038 -0.659
C -0.730 2.169 -0.164
C 0.577 1.697 0.706
C 0.938 2.897 1.763
C 2.198 3.639 0.991
O 2.255 3.137 -0.407
C 1.807 1.736 -0.378
O 2.301 0.737 -1.115
H -1.564 0.234 0.017
H -1.225 0.740 -1.605
H -1.313 2.983 0.478
H -0.302 2.760 -1.108
H 0.588 0.660 1.248
H 1.239 2.549 2.844
H 0.119 3.717 1.966
H 2.138 4.804 1.105
H 3.122 3.100 1.478
C 3.542 7.748 -0.979
C 2.720 7.855 -2.260
O 1.453 7.285 -1.939
S 1.125 7.573 -0.367
O 0.270 8.736 -0.290
O 0.805 6.316 0.270
O 2.628 8.015 0.084
H 3.933 6.734 -0.845
H 4.370 8.462 -0.958
H 3.181 7.323 -3.096
H 2.559 8.901 -2.539
C -0.290 1.691 -4.220
C -0.508 2.770 -5.278
O -1.363 2.173 -6.250
S -2.355 1.114 -5.504
O -3.617 1.775 -5.258
O -2.251 -0.161 -6.175
O -1.544 1.024 -4.092
H 0.453 0.959 -4.552
H 0.019 2.111 -3.259
H 0.427 3.099 -5.737
H -1.030 3.636 -4.856
C 2.543 -3.371 1.327
C 1.721 -3.264 0.046
O 0.454 -3.834 0.367
S 0.127 -3.546 1.939
O -0.728 -2.382 2.016
O -0.193 -4.802 2.576
O 1.630 -3.103 2.390
H 2.935 -4.384 1.462
H 3.371 -2.657 1.348
H 2.182 -3.795 -0.790
H 1.560 -2.217 -0.233
C 6.158 1.239 0.501
C 7.393 0.834 1.301
O 7.906 2.052 1.836
S 6.664 3.069 2.125
O 6.315 2.967 3.525
O 6.942 4.327 1.473
O 5.534 2.274 1.260
H 6.437 1.652 -0.474
H 5.467 0.403 0.357
H 8.145 0.337 0.683
H 7.124 0.184 2.140
C -4.371 -4.149 4.688
C -5.287 -5.146 3.984
O -4.498 -5.701 2.934
S -2.939 -5.751 3.412
O -2.660 -7.083 3.901
O -2.132 -5.095 2.410
O -3.080 -4.757 4.697
H -4.302 -3.212 4.126
H -4.699 -3.937 5.709
H -6.186 -4.674 3.582
H -5.574 -5.961 4.657
C -5.468 -6.531 -0.143
C -5.687 -5.452 -1.201
O -6.542 -6.050 -2.172
S -7.533 -7.108 -1.426
O -8.796 -6.448 -1.180
O -7.430 -8.383 -2.098
O -6.723 -7.198 -0.015
H -4.725 -7.263 -0.475
H -5.160 -6.111 0.818
H -4.751 -5.124 -1.660
H -6.208 -4.586 -0.778

---

67
Properties=species:S:1:pos:R:3 method="wB97M-V/def2-TZVPD" homo_ev=-6.733 homo_lumo_gap_ev=5.974 multiplicity=1 de_lowest_ev=4.691
Na 5.241 2.034 5.250
C 3.303 4.214 4.496
O 2.939 3.118 5.214
H 4.366 4.264 4.259
H 2.740 4.108 3.568
H 3.102 5.197 4.921
C 5.144 7.792 2.806
C 6.385 8.423 3.262
C 6.431 9.199 4.594
O 7.586 8.744 5.237
C 8.091 7.674 4.571
O 9.035 6.945 4.945
O 7.316 7.427 3.486
H 4.464 8.622 2.612
H 4.744 7.089 3.535
H 5.311 7.236 1.883
H 6.662 9.009 2.385
H 5.527 8.972 5.161
H 6.676 10.248 4.429
C 1.845 5.720 10.915
O 1.005 5.938 9.847
C 1.170 5.242 8.749
O 1.818 4.154 8.615
O 0.433 5.929 7.796
C 0.301 5.229 6.532
H 2.773 6.185 10.583
H 2.088 4.687 11.165
H 1.535 6.275 11.801
H -0.764 5.270 6.299
H 0.603 4.182 6.526
H 0.794 5.865 5.797
C 4.610 5.671 7.430
O 4.500 6.720 8.395
C 5.563 7.121 9.097
O 5.473 7.803 10.092
O 6.727 6.752 8.496
C 8.068 7.061 8.979
H 5.388 5.791 6.676
H 3.629 5.736 6.959
H 4.784 4.744 7.976
H 8.214 6.757 10.015
H 8.263 8.133 8.960
H 8.775 6.458 8.409
C 5.419 4.446 1.628
O 6.026 3.240 1.368
C 6.738 2.580 2.272
O 6.874 2.952 3.464
O 7.242 1.540 1.693
C 8.098 0.668 2.498
H 5.402 5.046 0.718
H 5.907 5.050 2.393
H 4.354 4.352 1.843
H 7.519 0.292 3.341
H 8.914 1.255 2.920
H 8.339 -0.241 1.947
C -0.357 3.482 3.773
O -0.385 2.310 2.937
C 0.242 1.239 3.457
O 0.556 0.929 4.712
O 0.449 0.303 2.497
C 0.727 -1.078 2.791
H -0.478 4.320 3.086
H 0.607 3.591 4.269
H -1.111 3.670 4.538
H 1.764 -1.115 3.125
H 0.745 -1.696 1.893
H 0.102 -1.543 3.552